Record 1
{"formula": "C2H12NO3", "method": "ωB97M-V with the def2-TZVPD basis set", "species": ["C", "C", "N", "H", "H", "H", "H", "H", "H", "H", "H", "O", "H", "H", "O", "H", "H", "O"], "xyz": [[1.956637, -1.881784, -1.399424], [0.888073, -0.913182, 0.558152], [1.009932, -0.914588, -0.790413], [1.485735, -2.447531, -2.188654], [2.796124, -1.319570, -1.890469], [2.361286, -2.503568, -0.548950], [0.801723, -1.903882, 1.063465], [0.486618, -0.121989, 1.173176], [0.701945, -0.061228, -1.283135], [-1.619527, 2.671000, 3.538781], [-3.136723, 2.255616, 3.578855], [-2.251836, 1.990546, 3.300637], [0.258483, 0.816924, -3.870707], [-0.102848, 1.835844, -2.841856], [0.552110, 1.137829, -3.009327], [-1.889245, 0.876156, 0.873458], [-2.199684, 0.378436, 2.333711], [-2.098806, 0.104972, 1.402700]], "forces_ev_per_a": [[0.4, 1.5, 0.7], [0.0, -1.4, 2.0], [-0.1, 0.3, -0.9], [-0.2, -0.5, 0.0], [-0.4, -0.5, 0.6], [-0.5, 0.5, -1.2], [0.3, 0.7, -0.5], [-0.1, 0.3, -0.7], [0.8, -1.1, 0.0], [-0.2, 0.2, 0.2], [0.3, 0.2, 0.1], [-0.2, -0.1, 0.1], [0.2, -0.2, 0.0], [0.4, -0.2, 0.2], [-0.7, 0.5, -0.2], [0.0, 0.2, 0.4], [0.2, 0.3, -0.9], [-0.3, -0.8, 0.2]], "spin_multiplicity": 2, "total_energy_ev": -9898.801, "homo_ev": [-5.24, -9.13], "e_lumo_ev": [0.48, 0.47], "e_above_lowest_kcal_mol": 11.8, "orbital_gap_ev": [5.71, 9.60], "charge": 0}

---

Record 2
{"formula": "C2H12NO3", "method": "ωB97M-V with the def2-TZVPD basis set", "species": ["C", "C", "N", "H", "H", "H", "H", "H", "H", "H", "H", "O", "H", "H", "O", "H", "H", "O"], "xyz": [[-2.621751, -1.039111, -1.269620], [-0.652960, -2.418553, -0.989267], [-1.205308, -1.277944, -0.994384], [-3.005869, -0.385001, -0.494420], [-2.685292, -0.514986, -2.217375], [-3.179831, -1.962249, -1.279228], [-1.272698, -3.305818, -1.112354], [0.410080, -2.520704, -0.864216], [-0.634618, -0.458564, -0.625260], [0.617884, 3.146341, 1.595361], [1.322584, 1.936773, 2.280687], [0.550154, 2.199708, 1.746397], [0.534169, 1.420253, -1.209752], [0.659321, 1.132974, 0.303249], [0.449320, 0.709207, -0.565223], [3.731410, 1.468812, 1.213339], [3.802664, 0.779238, 2.574597], [3.180739, 1.089620, 1.907465]], "forces_ev_per_a": [[0.3, 0.3, 0.3], [-0.7, -0.2, -0.2], [0.0, -0.3, 0.9], [-0.1, 0.1, 0.1], [-0.1, 0.0, -0.1], [-0.1, -0.3, -0.1], [0.2, 0.1, -0.3], [0.3, 0.1, 0.3], [0.1, 0.1, -1.1], [0.1, 0.1, 0.1], [-0.1, 0.2, -0.3], [0.2, -0.4, 0.0], [-0.1, -0.1, -0.1], [-0.2, 0.1, -0.1], [0.3, 0.2, 0.4], [0.0, 0.0, 0.1], [0.0, 0.0, 0.0], [0.0, 0.0, 0.0]], "total_energy_ev": -9894.829, "homo_ev": -14.87, "e_lumo_ev": -4.18, "e_above_lowest_kcal_mol": 14.2, "orbital_gap_ev": 10.69, "charge": 1}

---

Record 3
{"formula": "C2H12NO3", "method": "ωB97M-V with the def2-TZVPD basis set", "species": ["C", "C", "N", "H", "H", "H", "H", "H", "H", "H", "H", "O", "H", "H", "O", "H", "H", "O"], "xyz": [[-0.758287, -1.950247, 0.096230], [-1.543287, -2.437687, -0.836660], [-0.477462, -0.544959, 0.033106], [0.118067, -2.485051, 0.470226], [-1.580095, -3.477060, -0.989911], [-2.087258, -1.669066, -1.447044], [-0.804286, 0.090224, 0.858194], [0.555361, -0.406527, -0.039295], [-0.808693, -0.063877, -0.882829], [3.210036, -0.269499, -0.565120], [2.325343, 0.951595, -0.631933], [2.329723, 0.063388, -0.376122], [2.089536, 3.736585, -1.579483], [2.050842, 3.127915, -2.886829], [1.950721, 2.871231, -1.982174], [-2.851569, 1.267811, 3.465060], [-1.496139, 0.623360, 4.047258], [-2.222553, 0.571864, 3.247324]], "forces_ev_per_a": [[1.5, -0.8, -1.2], [-0.6, 1.9, -0.1], [-0.2, 4.2, -0.1], [-0.8, -0.2, 0.8], [-0.4, -1.0, -0.4], [0.1, -1.4, 0.4], [0.4, -1.5, -1.4], [0.1, 0.0, 0.2], [0.2, -1.1, 1.9], [0.1, -0.1, 0.0], [0.1, 2.5, -0.9], [-0.5, -2.2, 0.8], [0.0, -0.1, 0.6], [0.0, -0.3, -1.3], [0.0, 0.3, 0.9], [0.0, 0.0, 0.1], [-2.9, -0.1, -3.0], [3.1, 0.1, 2.7]], "total_energy_ev": -9893.641, "homo_ev": -14.72, "e_lumo_ev": -3.13, "e_above_lowest_kcal_mol": 41.6, "orbital_gap_ev": 11.60, "charge": 1}

---

Record 4
{"formula": "C2H12NO3", "method": "ωB97M-V with the def2-TZVPD basis set", "species": ["C", "O", "C", "N", "H", "H", "H", "H", "H", "H", "H", "H", "H", "H", "O", "H", "H", "O"], "xyz": [[1.819433, 0.293235, 0.078996], [2.064476, 0.082360, -1.295878], [0.430993, 0.903105, 0.208619], [-0.609327, -0.028581, -0.324262], [2.507637, 0.984758, 0.573176], [1.885631, -0.678799, 0.550879], [2.536823, 0.825917, -1.694784], [0.162008, 1.187673, 1.226955], [0.430077, 1.804146, -0.397470], [-0.763939, -0.907854, 0.165484], [-0.222967, -0.299416, -1.237221], [-1.489883, 0.468739, -0.485810], [-4.278267, 0.669689, -0.809057], [-3.269057, 1.172906, -1.847366], [-3.332041, 0.743204, -0.986888], [0.154190, -2.058802, 3.131521], [0.915120, -2.530962, 1.932695], [0.327147, -1.815843, 2.213386]], "forces_ev_per_a": [[-0.4, 0.4, 0.0], [0.2, 0.1, -0.3], [0.2, 0.0, 1.1], [0.8, 0.4, -1.3], [0.2, -0.2, -0.2], [0.0, -0.1, 0.3], [-0.1, -0.2, 0.2], [0.1, -0.2, 0.0], [-0.4, 0.0, -0.2], [0.1, 0.2, 0.8], [-0.3, -0.1, -0.1], [-0.5, -0.3, 0.1], [0.1, 0.0, 0.1], [-0.2, 0.0, 0.0], [0.2, 0.1, -0.2], [-0.2, 0.2, 0.0], [-0.1, 0.1, -0.1], [0.2, -0.3, -0.1]], "total_energy_ev": -9895.200, "homo_ev": -14.88, "e_lumo_ev": -2.93, "e_above_lowest_kcal_mol": 5.6, "orbital_gap_ev": 11.95, "charge": 1}

---

Record 5
{"formula": "C2H12NO3", "method": "ωB97M-V with the def2-TZVPD basis set", "species": ["C", "O", "C", "N", "H", "H", "H", "H", "H", "H", "H", "H", "H", "H", "O", "H", "H", "O"], "xyz": [[0.911372, 1.474512, -0.530348], [1.839661, 1.519099, 0.536032], [-0.436899, 1.149038, 0.016233], [-0.764485, -0.327331, 0.211316], [0.764524, 2.483020, -0.922464], [1.173952, 0.720705, -1.274476], [2.752715, 1.791550, 0.315772], [-1.126889, 1.397859, -0.780429], [-0.550146, 1.537794, 1.014328], [-0.151838, -1.042466, 0.950386], [-1.749223, -0.287571, 0.441890], [-0.736581, -0.873996, -0.746573], [-2.995612, -2.668180, -1.719581], [-1.793946, -2.032934, -2.518296], [-2.253372, -2.044370, -1.665354], [2.067554, -1.574461, 2.575724], [1.598450, -0.106881, 2.100114], [1.450757, -1.115379, 1.995726]], "forces_ev_per_a": [[0.6, 0.3, 0.6], [0.5, -0.3, 0.6], [0.4, -1.7, 0.1], [2.0, -3.4, -0.8], [0.4, -0.1, -0.6], [0.2, 0.3, -0.4], [-0.9, -0.2, -0.3], [-0.6, 0.7, 0.5], [-0.5, 0.9, 0.0], [-1.5, 2.8, -1.8], [-0.2, -0.8, 0.4], [-0.3, 1.2, 2.3], [0.4, 0.2, -0.2], [-0.5, -0.4, 0.1], [0.2, 0.2, 0.0], [-0.1, 0.1, 0.0], [0.1, -2.4, -0.2], [-0.3, 2.4, -0.1]], "total_energy_ev": -9894.255, "homo_ev": -14.83, "e_lumo_ev": -3.09, "e_above_lowest_kcal_mol": 27.4, "orbital_gap_ev": 11.74, "charge": 1}

---

Record 6
{"formula": "C2H12NO3", "method": "ωB97M-V with the def2-TZVPD basis set", "species": ["C", "C", "N", "H", "H", "H", "H", "H", "H", "H", "H", "O", "H", "H", "O", "H", "H", "O"], "xyz": [[0.173983, 0.611652, 1.497697], [-1.276432, 0.303561, -0.438654], [-0.072735, 0.469967, 0.009518], [0.858088, -0.128993, 1.877890], [-0.853931, 0.513006, 1.769235], [0.777614, 1.603182, 1.475249], [-1.792405, -0.450920, 0.051643], [-1.614048, 0.413185, -1.489339], [0.672718, 0.233307, -0.787913], [-1.849139, -1.117414, 4.423967], [-1.585547, -2.335140, 3.477522], [-1.775914, -1.350258, 3.492553], [3.605089, 0.748435, -1.330045], [2.495081, 0.789564, -2.250211], [2.606972, 0.601722, -1.339256], [-0.631449, -0.833762, -3.596118], [0.615077, -0.099048, -3.564011], [-0.353022, 0.027952, -3.279726]], "forces_ev_per_a": [[1.7, 1.0, -2.8], [1.6, -1.1, -1.8], [1.0, -1.1, -2.9], [-0.1, -0.5, 0.1], [-0.2, 0.6, 1.8], [-1.7, -1.3, 0.8], [-2.5, 0.1, 2.4], [1.1, 0.3, 0.6], [-1.0, 2.2, 2.2], [0.0, -0.1, 0.0], [-0.4, 1.8, 0.2], [0.5, -1.7, -0.3], [-1.7, -0.5, 0.8], [-0.8, 0.4, -1.6], [2.4, 0.1, 0.8], [-0.9, -0.3, -0.1], [-1.9, 0.9, 0.6], [2.9, -0.7, -0.6]], "total_energy_ev": -9892.155, "homo_ev": -14.67, "e_lumo_ev": -5.10, "e_above_lowest_kcal_mol": 75.8, "orbital_gap_ev": 9.57, "charge": 1}